Entry 1:
{
  "formula": "C27H28Ca2N2O15",
  "method": "ωB97M-V with the def2-TZVPD basis set",
  "multiplicity": 2,
  "total_charge": -1,
  "lumo_ha": [0.06580, 0.05900],
  "s_squared": 0.750,
  "elements": ["C", "C", "H", "O", "O", "C", "Ca", "C", "H", "C", "C", "O", "O", "C", "C", "H", "O", "H", "O", "H", "H", "H", "C", "H", "H", "O", "H", "C", "Ca", "C", "C", "H", "C", "H", "O", "H", "O", "O", "C", "H", "C", "C", "H", "C", "H", "H", "C", "N", "C", "C", "H", "H", "H", "O", "C", "H", "C", "C", "H", "C", "H", "C", "N", "O", "O", "O", "H", "C", "H", "C", "O", "H", "H", "H"],
  "positions_angstrom": [[-23.88760, 17.24413, 23.14561], [-26.30284, 17.20696, 23.36038], [-21.36575, 10.28512, 25.03682], [-21.01122, 8.62538, 19.33214], [-19.40764, 13.62555, 28.28165], [-27.31987, 10.62548, 28.36819], [-19.64498, 11.53869, 26.92158], [-27.63617, 11.82404, 27.72326], [-21.48522, 6.78076, 25.06237], [-23.57391, 6.62935, 24.87447], [-23.49492, 14.09924, 30.19913], [-23.00215, 14.23689, 29.12812], [-23.58552, 10.76363, 28.40000], [-22.01148, 12.67381, 26.02707], [-22.36655, 8.68459, 24.80239], [-24.85191, 13.17031, 31.42221], [-28.91382, 12.26373, 27.68836], [-19.07185, 9.97085, 23.14036], [-21.14640, 9.35673, 24.92929], [-22.76976, 15.81068, 24.47821], [-23.65480, 5.55773, 24.98164], [-23.74060, 14.72490, 25.88355], [-19.83358, 9.34753, 21.22721], [-26.08355, 18.91079, 21.55631], [-23.56000, 14.72425, 32.11573], [-21.29129, 12.03785, 25.30479], [-22.05287, 11.05463, 19.26021], [-23.54753, 9.41244, 24.74809], [-21.33277, 14.87354, 27.78278], [-22.38027, 7.34339, 24.84162], [-19.15484, 13.03302, 29.32909], [-23.06027, 17.62101, 22.56262], [-24.78735, 8.69027, 24.61507], [-24.52511, 13.01449, 27.31803], [-21.80363, 12.44054, 27.20429], [-21.73288, 12.62527, 20.98102], [-24.61403, 15.11863, 25.94434], [-19.33801, 13.45486, 30.46887], [-25.16096, 17.66091, 22.74328], [-22.17419, 15.23102, 31.28022], [-20.76130, 9.62312, 20.20903], [-26.14216, 16.35284, 24.40884], [-26.65989, 7.13076, 24.91894], [-26.59803, 12.73254, 27.36315], [-20.46667, 7.84533, 19.20340], [-25.60014, 9.27912, 28.95992], [-21.12244, 11.74999, 21.14738], [-24.56768, 13.44685, 30.49332], [-19.57574, 10.26319, 22.23095], [-25.28892, 12.31711, 27.62895], [-29.04042, 13.05308, 27.15684], [-27.29371, 17.36366, 22.96036], [-28.12587, 9.96373, 28.64895], [-18.68914, 11.87912, 29.07357], [-24.83427, 7.25153, 24.70096], [-19.31247, 8.40228, 21.26407], [-21.40527, 10.88484, 20.10766], [-24.84976, 15.89825, 24.79764], [-26.74086, 13.69425, 26.89292], [-23.68445, 16.28496, 24.15449], [-20.56081, 12.40530, 23.80138], [-24.95117, 11.06025, 28.24780], [-22.99623, 14.64423, 31.28154], [-25.94464, 6.52157, 24.72171], [-22.27221, 13.85323, 25.96076], [-20.00793, 12.52301, 23.02545], [-25.67093, 9.29141, 24.45905], [-20.19949, 11.52941, 22.12453], [-27.01838, 16.14321, 25.00441], [-25.95617, 10.21855, 28.56355], [-25.19354, 18.59861, 21.73530], [-25.05111, 12.96005, 29.75208], [-22.98701, 11.36781, 27.95463], [-23.52550, 10.48893, 24.66396]]
}

***

Entry 2:
{
  "formula": "C27H28Cl2F4N8O7RuS2Sb",
  "method": "ωB97M-V with the def2-TZVPD basis set",
  "multiplicity": 6,
  "lumo_ha": [-0.01517, -0.11991],
  "s_squared": 8.839,
  "elements": ["H", "H", "H", "O", "H", "O", "C", "H", "H", "H", "C", "O", "C", "C", "H", "C", "C", "Cl", "C", "H", "H", "C", "O", "H", "H", "C", "H", "N", "H", "H", "O", "H", "C", "C", "Cl", "C", "C", "H", "F", "C", "H", "C", "H", "C", "C", "N", "F", "N", "Ru", "H", "C", "C", "C", "C", "Sb", "C", "H", "F", "N", "H", "C", "S", "N", "H", "S", "O", "N", "H", "C", "H", "O", "C", "H", "N", "N", "H", "F", "C", "C", "H"],
  "positions_angstrom": [[3.00716, 1.16952, 4.16731], [-2.26792, 0.25718, -3.47457], [-1.25652, 3.50763, -2.12174], [3.51171, -0.21024, 2.11330], [1.49389, 1.84259, 4.82417], [2.86868, -2.24799, 0.92297], [-1.32625, -2.38251, 4.17869], [-1.96791, -4.09072, 5.27606], [-0.39384, 1.71389, -2.90889], [3.67910, 3.06012, 1.48360], [3.05601, -1.86562, -1.38688], [-1.04222, 1.54186, 0.25693], [-2.75042, 3.59832, -0.71317], [2.87633, 2.65187, 0.87138], [1.00824, -3.66319, 4.60816], [-0.85879, 1.13185, -2.10932], [-0.04841, 1.50550, -6.11202], [-1.82345, -4.44739, -1.87677], [-3.72720, 2.51888, -1.21179], [2.45172, 3.44012, 0.25060], [0.36794, -5.08395, 5.44227], [-2.30866, 0.75100, -2.50167], [-0.24450, -3.04371, 0.43176], [-1.60998, 1.85946, 3.17188], [-1.64073, 1.81154, 4.89340], [0.06742, -0.60499, -7.20063], [-0.50710, 3.79191, 1.58481], [5.05707, -3.46381, -1.50151], [3.27568, 1.85885, 0.24862], [-4.24099, 1.47510, -3.01325], [3.47950, -2.41103, 3.23097], [-2.77912, 3.68698, 0.37154], [-1.40765, 0.00864, 3.94797], [1.99808, -2.19438, -3.62739], [-3.03922, -4.39058, 0.78886], [-1.01382, 1.98031, -0.88977], [1.37378, -1.71400, -4.75981], [-3.00679, 2.67224, -3.26548], [2.87060, 0.89684, -2.00634], [2.41387, -1.57449, -0.17301], [-1.25126, -4.39539, 3.69413], [1.75263, 0.51181, -4.00095], [-2.99513, 4.57516, -1.12823], [-1.15795, -3.80056, 4.60313], [1.19310, -0.33475, -4.97555], [-1.37923, -1.99815, 2.96267], [1.68734, 1.83574, -4.15472], [-1.37641, 3.28348, -1.14370], [0.06569, -0.53095, 1.12934], [-2.65317, 0.00805, -1.77975], [0.25072, 3.70458, 2.36194], [2.26785, 1.95648, 4.06516], [0.44748, 0.17912, -6.08654], [2.48924, -1.34272, -2.64131], [1.35804, 1.87033, 2.14264], [-2.40069, -3.42722, -0.54800], [-3.79804, 1.71931, -0.46920], [0.87578, -2.58838, -5.62612], [1.37507, -0.79064, -0.13539], [-0.27239, 0.23852, -1.90306], [4.14838, -2.75539, -1.44792], [2.86591, -1.46839, 2.36412], [-0.25458, -1.18261, -8.14517], [-0.21219, 3.75735, 3.34653], [-1.36342, -1.03832, 5.31476], [-1.47711, -1.28210, -0.09595], [-1.42296, 1.35633, 4.02598], [0.94827, 4.53694, 2.26732], [2.37491, 0.02356, -2.87829], [-4.72264, 2.96051, -1.28581], [1.41606, -1.28536, 2.65889], [0.20858, -4.02283, 5.25655], [2.74238, 2.93037, 4.18652], [-1.38342, -0.63189, 2.80724], [-0.49412, 2.56755, -6.16936], [0.28215, -3.50155, 6.21294], [2.07613, -3.50850, -3.45603], [-3.33792, 1.89446, -2.56680], [-1.25520, -2.54609, -0.04280], [-3.21317, -2.82143, -0.93045]]
}

***

Entry 3:
{
  "formula": "C27H28Cl2N3O6RuS3",
  "method": "ωB97M-V with the def2-TZVPD basis set",
  "multiplicity": 2,
  "total_charge": -2,
  "lumo_ha": [0.16291, 0.16288],
  "s_squared": 0.758,
  "elements": ["C", "C", "C", "C", "Ru", "H", "N", "C", "H", "S", "C", "H", "H", "C", "C", "C", "H", "H", "H", "H", "H", "C", "H", "C", "Cl", "H", "C", "H", "C", "H", "N", "O", "H", "C", "C", "H", "O", "H", "N", "C", "C", "H", "H", "H", "C", "C", "O", "H", "H", "H", "S", "H", "C", "C", "C", "O", "O", "S", "C", "C", "H", "H", "C", "Cl", "H", "C", "C", "H", "H", "O"],
  "positions_angstrom": [[-1.86398, -3.45675, -1.33937], [-2.36239, -2.67343, 2.34434], [-0.03876, -4.56353, -2.44403], [-1.29672, -4.61042, -1.86514], [-0.19005, 0.41940, 0.22667], [0.78589, 0.60592, -3.59728], [0.70539, -0.92066, -2.16446], [-4.73086, -3.08246, 2.63060], [3.24423, 2.81284, -0.24793], [-2.00621, -0.81452, -0.63545], [0.61995, -3.34052, -2.51406], [-1.23142, 4.05680, -3.20139], [-0.72612, -0.30453, -3.55424], [2.30699, -0.93448, 1.43311], [4.01316, 0.77319, 1.51795], [-2.45773, -1.54514, 3.14377], [-6.55994, -4.06600, 3.22437], [-2.55955, 1.56516, 2.79499], [2.44326, -1.56957, -1.18240], [3.63035, 0.63603, -1.40052], [4.39991, 1.72630, 1.18146], [-1.47905, 1.72211, 2.67812], [-2.83484, -3.50091, -0.86286], [-5.96344, -3.89213, 2.32582], [-1.32600, 2.45398, -4.89407], [0.73016, -1.04210, -4.28241], [-1.11040, 2.16256, -2.15061], [-3.72851, -0.30949, 4.32608], [-0.72517, 3.11009, -3.34217], [1.49178, 2.93408, -0.58092], [2.09280, 1.03002, -0.02965], [-0.65382, 2.44325, 0.58531], [-1.83471, -5.55006, -1.79980], [4.20688, -1.16295, 2.91767], [4.71089, 0.05258, 2.48050], [2.58163, -2.56513, 2.77442], [-0.14628, 1.52030, -1.65861], [-5.70076, -4.86156, 1.90037], [-0.74803, 0.47752, 2.35657], [0.05763, -2.18617, -1.99496], [-3.68142, -1.18070, 3.68645], [2.05521, 2.79724, 1.08717], [-3.41382, -4.33177, 1.49569], [2.15694, 1.34443, -2.08084], [0.35813, -0.38732, -3.47538], [2.13314, -0.80428, -1.89203], [-1.67591, 3.94769, 1.87191], [0.42393, -5.45922, -2.84276], [-5.76667, -1.64694, 3.84385], [1.59635, -3.27934, -2.98519], [0.81713, -1.57992, 0.79196], [-1.40223, -2.95448, 1.92729], [-1.21035, -2.22300, -1.36280], [3.01578, -1.64650, 2.40101], [-1.27784, 2.80935, 1.64181], [-2.29926, 2.21000, -1.89281], [-1.32649, 0.09820, 4.75672], [-0.98825, -0.59222, 3.52340], [-4.81097, -1.93994, 3.42044], [-3.49309, -3.44119, 2.10907], [5.63099, 0.44979, 2.89283], [4.72763, -1.72582, 3.68417], [2.81662, 0.29828, 0.99660], [1.01634, 3.48448, -3.49425], [-6.60055, -3.37581, 1.60359], [2.52841, 0.59318, -1.38516], [2.24293, 2.48107, 0.06300], [2.71692, -0.95504, -2.81749], [-1.12663, 2.13465, 3.62247], [0.06603, -1.57155, 3.61422]]
}